(1)
The following is a quantum chemistry calculation of C42H45BrN5O6SV as an isolated structure at a distorted geometry, from the Open Molecules 2025 dataset.

The HOMO energy (spin up / spin down) comes out at -9.412 / -9.412 eV. Its HOMO-LUMO gap (spin up / spin down) is 4.4 / 5.3 eV.

```
! wB97M-V def2-TZVPD RIJCOSX def2/J DEFGRID3
* xyz 1 2
V 0.049 0.374 -0.307
C 0.672 0.025 -5.654
C -0.314 0.577 -4.669
C -1.652 0.787 -4.993
C -2.502 1.342 -4.058
C -1.999 1.620 -2.796
Br -3.182 2.490 -1.599
N -0.750 1.364 -2.420
C 0.068 0.890 -3.379
H 0.693 0.625 -6.564
H 0.401 -0.992 -5.943
H 1.679 0.009 -5.237
H -2.024 0.538 -5.980
H -3.531 1.572 -4.292
H 1.099 0.750 -3.079
O 1.962 -2.554 0.718
C 1.518 -2.491 2.072
C 0.750 -1.175 2.203
O 0.222 -0.709 3.155
O 0.676 -0.439 1.013
C 2.708 -2.455 3.040
C 3.930 -2.979 2.632
C 5.012 -3.014 3.500
C 4.887 -2.520 4.789
C 3.670 -1.999 5.203
C 2.586 -1.970 4.339
C 0.541 -3.637 2.330
C -0.590 -3.728 1.516
C -1.468 -4.791 1.646
C -1.231 -5.768 2.605
C -0.108 -5.682 3.413
C 0.782 -4.622 3.279
H 2.297 -3.450 0.598
H 4.065 -3.364 1.630
H 5.952 -3.431 3.165
H 5.728 -2.548 5.468
H 3.558 -1.616 6.209
H 1.640 -1.584 4.692
H -0.783 -2.967 0.765
H -2.347 -4.860 1.018
H -1.933 -6.583 2.715
H 0.080 -6.443 4.159
H 1.650 -4.565 3.922
C -0.540 5.208 1.916
C -1.421 3.978 2.181
C -1.230 3.461 3.617
C -2.899 4.284 1.897
C -0.993 2.907 1.275
N -0.682 2.058 0.570
H -0.856 6.002 2.592
H -0.650 5.563 0.892
H 0.511 4.992 2.106
H -1.479 4.269 4.303
H -0.200 3.157 3.799
H -1.886 2.616 3.826
H -3.201 5.114 2.536
H -3.535 3.428 2.123
H -3.053 4.579 0.860
N -2.305 -0.043 0.645
C -3.043 -1.237 0.971
C -3.716 -1.977 0.002
C -4.274 -3.195 0.347
C -4.165 -3.674 1.643
C -3.569 -2.897 2.619
C -3.001 -1.679 2.285
S -4.802 -5.315 2.030
O -4.383 -6.075 0.862
O -4.104 -5.656 3.256
O -6.228 -5.107 2.153
H -2.831 0.583 0.043
H -2.057 0.464 1.485
H -3.806 -1.617 -1.017
H -4.767 -3.814 -0.393
H -3.510 -3.289 3.626
H -2.475 -1.096 3.036
C 1.690 1.721 -0.464
C 2.925 1.227 -1.108
C 3.283 1.587 -2.410
C 4.465 1.128 -2.970
C 5.317 0.315 -2.235
C 4.989 -0.026 -0.928
C 3.805 0.425 -0.372
H 1.259 2.595 -0.951
H 1.860 1.920 0.593
H 2.651 2.266 -2.971
H 4.734 1.424 -3.976
H 6.246 -0.029 -2.670
H 5.659 -0.641 -0.342
H 3.554 0.155 0.648
C 2.413 -1.877 -2.333
C 0.948 -2.050 -2.194
N 0.066 -1.248 -1.601
C -1.177 -1.834 -1.769
C -1.048 -2.984 -2.464
N 0.297 -3.096 -2.727
H 2.764 -1.058 -1.716
H 2.679 -1.676 -3.373
H 2.933 -2.782 -2.020
H -2.056 -1.408 -1.352
H -1.772 -3.717 -2.775
H 0.742 -3.855 -3.217
*
```

natural (NBO) population analysis, charges in e, atoms 1 to 8: V 1.64; C -0.64; C -0.04; C -0.11; C -0.25; C 0.16; Br 0.11; N -0.53

***

(2)
The following is a quantum chemistry calculation of C42H46BEuN7O3Si as an isolated structure at a distorted geometry, from the Open Molecules 2025 dataset.

The HOMO energy (spin up / spin down) comes out at -9.515 / -9.475 eV. Its HOMO-LUMO gap (spin up / spin down) is 5.9 / 5.8 eV.

```
! wB97M-V def2-TZVPD RIJCOSX def2/J DEFGRID3
* xyz 1 7
Eu 0.091 -0.094 0.699
N -3.743 -2.153 -1.726
C -2.783 -1.833 -0.839
N -1.876 -0.933 -1.015
C -1.869 -0.206 -2.206
N -1.032 0.762 -2.431
N -0.149 1.095 -1.454
C 0.474 2.229 -1.639
C 1.335 2.765 -0.631
C 1.986 3.994 -0.847
C 2.739 4.547 0.161
C 2.804 3.883 1.387
C 2.135 2.682 1.527
N 1.440 2.096 0.550
C -2.882 -0.485 -3.209
C -2.975 0.227 -4.406
C -3.987 -0.044 -5.306
C -4.931 -1.026 -5.025
C -4.860 -1.744 -3.844
C -3.842 -1.474 -2.936
H -4.437 -2.856 -1.511
H -2.777 -2.388 0.092
H 0.264 2.839 -2.517
H 1.886 4.486 -1.803
H 3.255 5.484 0.012
H 3.370 4.287 2.208
H 2.147 2.158 2.477
H -2.245 0.997 -4.586
H -4.053 0.514 -6.227
H -5.730 -1.222 -5.724
H -5.595 -2.505 -3.620
C -0.216 -2.000 2.311
Si 1.026 -1.679 3.680
C 2.730 -1.196 2.853
N 2.635 -1.244 1.382
C 3.538 -0.309 0.672
C 4.826 -0.942 0.123
C 5.349 -2.016 1.066
C 4.308 -3.135 1.198
C 2.888 -2.608 0.913
C 0.689 -0.113 4.711
C 1.606 0.267 5.690
C 1.456 1.446 6.395
C 0.384 2.280 6.123
C -0.557 1.903 5.180
C -0.409 0.710 4.492
C 1.048 -3.123 4.917
C 1.960 -4.172 4.904
C 1.777 -5.292 5.696
C 0.663 -5.395 6.511
C -0.243 -4.347 6.561
C -0.047 -3.226 5.777
H -1.217 -2.087 2.744
H -0.013 -2.941 1.782
H 3.553 -1.811 3.224
H 2.965 -0.172 3.150
H 3.803 0.506 1.350
H 2.985 0.127 -0.177
H 5.569 -0.155 -0.015
H 4.633 -1.392 -0.853
H 5.553 -1.572 2.041
H 6.293 -2.414 0.691
H 4.365 -3.572 2.195
H 4.519 -3.931 0.480
H 2.161 -3.280 1.374
H 2.722 -2.617 -0.166
H 2.442 -0.384 5.908
H 2.176 1.719 7.152
H 0.274 3.211 6.657
H -1.408 2.538 4.978
H -1.175 0.395 3.792
H 2.824 -4.112 4.258
H 2.498 -6.095 5.667
H 0.498 -6.287 7.097
H -1.111 -4.411 7.202
H -0.756 -2.412 5.817
O -1.360 2.617 1.792
B -1.796 1.311 1.470
O -3.159 1.245 1.778
C -3.543 2.456 2.267
C -4.783 2.881 2.698
C -4.877 4.191 3.141
C -3.773 5.033 3.155
C -2.525 4.605 2.726
C -2.432 3.303 2.278
H -5.635 2.221 2.688
H -5.829 4.566 3.481
H -3.890 6.045 3.509
H -1.666 5.254 2.739
C 1.700 -3.769 -2.630
N 1.758 -2.435 -3.183
C 2.160 -2.290 -4.567
C 1.419 -1.389 -2.445
O 1.063 -1.439 -1.268
H 1.130 -4.423 -3.287
H 1.213 -3.717 -1.659
H 2.705 -4.177 -2.506
H 2.634 -3.209 -4.904
H 2.875 -1.475 -4.683
H 1.299 -2.088 -5.209
H 1.497 -0.432 -2.983
*
```

Löwdin population analysis, charges in e, atoms 1 to 8: Eu 1.84; N 0.13; C -0.12; N 0.07; C -0.27; N 0.06; N -0.11; C -0.05

***

(3)
The following is a quantum chemistry calculation of C42H46N3O3ReS3Si as an isolated structure, from the Open Molecules 2025 dataset.

The HOMO energy (spin up / spin down) comes out at -11.139 / -11.130 eV. Its HOMO-LUMO gap (spin up / spin down) is 6.1 / 6.3 eV. The calculation puts the energy above the lowest of the compared OMol25 structures with the same formula, charge and spin at 0.0 kJ/mol.

```
! wB97M-V def2-TZVPD RIJCOSX def2/J DEFGRID3
* xyz 1 2
Re -0.434 -1.185 0.304
C -3.137 -3.435 -2.636
N -3.436 -2.200 -1.927
C -4.309 -1.352 -2.727
C -4.044 -2.467 -0.638
C -3.108 -2.975 0.447
N -2.269 -1.980 1.196
C -1.767 -2.695 2.403
C -3.139 -0.861 1.657
H -4.022 -4.081 -2.731
H -2.356 -3.996 -2.125
H -2.779 -3.213 -3.641
H -5.294 -1.806 -2.904
H -3.853 -1.166 -3.700
H -4.459 -0.394 -2.229
H -4.821 -3.247 -0.732
H -4.569 -1.573 -0.304
H -2.435 -3.745 0.070
H -3.746 -3.442 1.207
H -2.615 -3.046 2.996
H -1.160 -2.020 3.007
H -1.173 -3.554 2.088
H -4.057 -1.288 2.071
H -3.387 -0.208 0.823
H -2.629 -0.287 2.420
S 4.117 -0.968 0.826
C 2.615 -1.155 0.477
N 1.465 -1.289 0.166
C -1.187 0.550 -2.940
S -0.531 1.640 -1.634
O -1.506 2.753 -1.572
C 0.948 2.245 -2.425
C 0.915 3.489 -3.037
C 2.072 3.969 -3.632
C 3.238 3.217 -3.598
C 3.258 1.980 -2.965
C 2.108 1.488 -2.370
H -2.261 0.655 -2.784
H -1.605 -1.489 -3.278
H -0.945 0.973 -3.912
H -0.003 4.061 -3.026
H 2.065 4.935 -4.117
H 4.139 3.604 -4.051
H 4.172 1.406 -2.924
H 2.118 0.528 -1.871
O -0.380 0.088 1.713
Si -0.080 1.032 3.070
C 0.691 -0.088 4.345
C 0.702 0.279 5.692
C 1.288 -0.531 6.650
C 1.871 -1.734 6.280
C 1.866 -2.123 4.950
C 1.281 -1.304 3.997
C -1.698 1.685 3.721
C -2.456 0.993 4.669
C -3.691 1.465 5.083
C -4.192 2.646 4.551
C -3.455 3.350 3.611
C -2.220 2.873 3.202
C 1.030 2.415 2.522
C 1.526 3.342 3.441
C 2.319 4.399 3.031
C 2.630 4.552 1.687
C 2.151 3.642 0.759
C 1.359 2.585 1.181
H 0.240 1.209 6.003
H 1.287 -0.226 7.687
H 2.330 -2.365 7.028
H 2.321 -3.059 4.657
H 1.293 -1.621 2.960
H -2.072 0.075 5.101
H -4.260 0.921 5.825
H -5.151 3.022 4.879
H -3.840 4.275 3.204
H -1.650 3.436 2.473
H 1.296 3.238 4.495
H 2.695 5.107 3.756
H 3.245 5.382 1.366
H 2.388 3.757 -0.291
H 0.987 1.881 0.451
C 5.332 -0.962 -4.271
C 5.513 -2.034 -5.310
O 6.554 -2.275 -5.846
S 4.091 -3.017 -5.813
C 2.745 -2.328 -4.882
C 2.059 -1.212 -5.345
C 0.955 -0.731 -4.662
C 0.507 -1.359 -3.504
C 1.202 -2.468 -3.040
C 2.310 -2.948 -3.718
C -0.787 -0.925 -2.819
C -0.778 -1.290 -1.394
H 6.317 -0.676 -3.911
H 4.701 -1.295 -3.448
H 4.852 -0.100 -4.736
H 2.393 -0.715 -6.245
H 0.459 0.144 -5.055
H 0.890 -2.966 -2.131
H 2.840 -3.814 -3.346
*
```

Löwdin population analysis, charges in e, atoms 1 to 8: Re 1.59; C -0.09; N -0.29; C -0.09; C -0.20; C -0.17; N -0.39; C -0.07

***

Number 1: DFT total energy -6268.68230 hartree, molecular weight 878.77 g mol⁻¹. Number 2: DFT total energy -3261.63433 hartree, molecular weight 887.74 g mol⁻¹. Number 3: DFT total energy -3580.12361 hartree, molecular weight 951.34 g mol⁻¹.